# C35H21Cl5F5N2O3PRuSTe

C35H21Cl5F5N2O3PRuSTe as an isolated structure (ωB97M-V/def2-TZVPD, the Open Molecules 2025 dataset).

Cartesian coordinates (Å):
Ru 0.23 0.40 0.12
Cl -0.03 -2.87 -0.12
C 1.38 -2.34 -0.97
C 1.78 -1.02 -0.75
C 2.98 -0.65 -1.36
Cl 3.54 0.96 -1.09
C 3.74 -1.52 -2.13
Cl 5.25 -1.05 -2.80
C 3.27 -2.81 -2.37
Cl 4.17 -3.90 -3.36
C 2.07 -3.22 -1.78
Cl 1.47 -4.81 -2.05
N 1.85 0.00 2.12
N 1.40 0.69 3.26
C 0.05 1.11 3.37
O -0.35 1.37 4.49
O -0.57 1.23 2.28
H 1.97 -1.01 2.27
H 2.71 0.41 1.76
H 1.85 0.48 4.15
F -2.69 2.05 -6.82
C -2.29 1.69 -5.58
C -1.14 0.92 -5.40
F -0.45 0.52 -6.48
C -0.74 0.54 -4.13
F 0.37 -0.21 -3.99
C -1.46 0.89 -2.96
O -1.18 0.45 -1.80
C -2.61 1.71 -3.20
F -3.34 2.10 -2.14
C -3.02 2.08 -4.46
F -4.14 2.81 -4.63
Te 0.59 3.00 0.25
C 2.40 3.86 -0.43
C 3.59 3.99 0.24
C 4.56 4.71 -0.48
C 4.12 5.13 -1.69
S 2.49 4.65 -1.97
H 3.75 3.57 1.22
H 5.56 4.90 -0.10
H 4.64 5.69 -2.43
C -5.65 2.63 0.65
C -4.37 3.04 0.96
C -3.31 2.15 0.89
C -3.53 0.84 0.51
C -4.82 0.43 0.18
C -5.87 1.33 0.23
P -2.15 -0.35 0.65
C -2.88 -1.82 -0.19
C -3.30 -1.74 -1.51
C -3.85 -2.84 -2.14
C -3.98 -4.04 -1.46
C -3.56 -4.13 -0.15
C -3.01 -3.03 0.49
C -2.41 -0.89 2.38
C -1.35 -1.52 3.02
C -1.49 -1.98 4.32
C -2.69 -1.81 4.98
C -3.75 -1.19 4.34
C -3.61 -0.73 3.05
H -6.48 3.32 0.73
H -4.19 4.06 1.27
H -2.31 2.47 1.15
H -5.01 -0.59 -0.11
H -6.87 1.00 -0.02
H -3.22 -0.80 -2.04
H -4.19 -2.76 -3.16
H -4.42 -4.90 -1.95
H -3.67 -5.06 0.40
H -2.69 -3.12 1.51
H -0.41 -1.63 2.50
H -0.65 -2.46 4.81
H -2.80 -2.15 6.00
H -4.70 -1.06 4.86
H -4.44 -0.24 2.55

## Properties
total charge	-1
2S+1	6
⟨S²⟩	8.768
gap between HOMO and LUMO (spin up / spin down)	7.3 / 5.9	eV
highest occupied orbital energy (spin up / spin down)	-5.045 / -5.111	eV

# C35H23AsCl2N3O11S2Tl

C35H23AsCl2N3O11S2Tl as an isolated structure (ωB97M-V/def2-TZVPD, the Open Molecules 2025 dataset).

Cartesian coordinates (Å):
Tl 9.27 16.40 11.07
O 11.08 19.62 13.55
C 10.45 18.70 13.10
N 10.35 18.24 11.81
C 10.83 19.06 10.81
O 11.71 19.88 10.92
C 9.99 19.02 9.54
C 10.20 20.01 8.59
C 9.54 19.86 7.41
C 8.65 18.83 7.18
C 8.47 17.94 8.20
N 9.20 17.99 9.34
C 9.55 17.96 14.07
C 9.27 18.57 15.33
C 8.34 17.94 16.13
C 7.77 16.70 15.73
C 8.16 16.18 14.53
N 8.97 16.84 13.71
H 10.94 20.74 8.87
H 9.78 20.60 6.63
H 8.18 18.61 6.23
H 7.81 17.12 8.05
H 9.76 19.51 15.71
H 8.00 18.48 17.04
H 7.12 16.19 16.41
H 7.80 15.22 14.13
Cl 10.44 11.00 6.86
C 10.84 12.33 7.86
C 10.75 13.60 7.26
C 11.17 14.70 7.92
Cl 11.13 16.21 7.05
C 11.51 14.67 9.35
O 11.41 15.74 10.08
C 11.85 13.36 9.79
C 12.41 13.15 11.12
O 13.03 13.92 11.82
C 11.43 12.24 9.07
H 10.42 13.67 6.24
H 12.22 12.11 11.50
H 11.56 11.28 9.59
O 4.71 17.60 10.94
As 5.90 16.90 12.05
O 5.56 17.13 13.64
O 7.37 17.47 11.49
C 5.62 15.00 11.64
C 5.20 14.25 12.68
C 5.08 12.80 12.65
C 5.36 12.16 11.49
C 5.82 12.91 10.39
C 6.00 14.28 10.49
S 6.63 14.98 9.01
O 5.99 16.29 8.88
O 6.35 13.97 7.98
O 8.09 15.23 9.14
H 5.17 17.64 10.09
H 4.96 14.64 13.61
H 4.87 12.31 13.62
H 5.35 11.10 11.46
H 6.05 12.41 9.45
C 10.32 6.33 16.56
C 10.11 7.55 15.72
O 9.92 7.55 14.53
S 10.24 9.04 16.78
C 9.98 10.34 15.62
C 11.03 11.15 15.18
C 10.78 12.18 14.26
C 9.52 12.42 13.72
C 8.49 11.59 14.17
C 8.69 10.57 15.09
C 9.40 13.53 12.79
C 9.29 14.44 12.03
H 9.34 5.93 16.86
H 10.92 6.51 17.42
H 10.82 5.56 15.99
H 12.01 11.03 15.62
H 11.64 12.85 13.93
H 7.45 11.70 13.77
H 7.88 9.93 15.33

## Properties
total charge	-2
gap between HOMO and LUMO	6.0	eV
highest occupied orbital energy	-2.773	eV

# C35H23BiCl5N10

C35H23BiCl5N10 as an isolated structure (ωB97M-V/def2-TZVPD, the Open Molecules 2025 dataset).

Cartesian coordinates (Å):
Bi -1.02 -1.54 0.55
C -3.77 -4.97 2.05
C -4.98 -4.40 2.42
C -5.12 -3.03 2.35
C -4.04 -2.24 1.93
N -2.91 -2.81 1.51
C -2.77 -4.14 1.58
N -4.20 -0.88 2.06
C -3.28 0.00 2.15
N -1.89 -0.10 1.98
C -1.33 1.13 2.32
N -0.11 1.53 2.34
C 1.00 0.75 2.12
C 2.24 1.29 2.46
C 3.37 0.50 2.43
C 3.24 -0.84 2.07
C 2.00 -1.29 1.68
N 0.91 -0.52 1.67
C -2.40 2.05 2.74
C -2.36 3.36 3.16
C -3.57 3.97 3.45
C -4.78 3.28 3.33
C -4.81 1.96 2.90
C -3.60 1.36 2.60
H -3.60 -6.04 2.12
H -5.80 -5.01 2.76
H -6.03 -2.52 2.64
H -1.83 -4.55 1.24
H 2.27 2.33 2.77
H 4.33 0.90 2.71
H 4.09 -1.51 2.09
H 1.86 -2.32 1.36
H -1.42 3.89 3.23
H -3.59 5.00 3.79
H -5.70 3.79 3.58
H -5.74 1.42 2.79
Cl -1.96 2.09 -0.66
C -2.55 0.74 -1.55
C -2.28 -0.57 -1.17
C -2.76 -1.56 -2.03
Cl -2.44 -3.21 -1.68
C -3.50 -1.29 -3.18
Cl -4.06 -2.56 -4.19
C -3.77 0.04 -3.52
Cl -4.67 0.40 -4.92
C -3.29 1.05 -2.70
Cl -3.59 2.69 -3.13
C 0.79 1.21 -2.36
C 1.32 -0.16 -2.15
N 0.84 -1.06 -1.31
C 1.63 -2.18 -1.46
C 2.58 -1.96 -2.39
N 2.38 -0.67 -2.83
C 3.21 -0.02 -3.82
N 4.53 0.23 -3.32
N 5.60 -0.25 -4.01
N 6.67 0.11 -3.44
C 6.36 0.86 -2.33
C 7.17 1.48 -1.38
C 6.55 2.16 -0.36
C 5.15 2.23 -0.27
C 4.32 1.62 -1.19
C 4.96 0.94 -2.23
H 0.36 1.59 -1.44
H 0.00 1.20 -3.12
H 1.56 1.90 -2.69
H 1.43 -3.09 -0.91
H 3.39 -2.57 -2.76
H 2.73 0.91 -4.13
H 3.32 -0.66 -4.69
H 8.25 1.42 -1.46
H 7.14 2.65 0.40
H 4.70 2.78 0.54
H 3.25 1.66 -1.09

## Properties
total charge	+1
gap between HOMO and LUMO	7.6	eV
highest occupied orbital energy	-11.043	eV

# C35H24BrCrN11OSSe

C35H24BrCrN11OSSe as an isolated structure (ωB97M-V/def2-TZVPD, the Open Molecules 2025 dataset).

Cartesian coordinates (Å):
Cr -1.15 1.79 0.54
C -1.00 -0.29 4.29
C -0.74 0.39 2.99
N -1.51 1.28 2.47
N -2.64 1.66 3.14
C -3.41 2.46 2.44
N -4.53 2.89 3.05
S -3.12 3.07 0.83
C 0.46 0.06 2.19
C 1.36 -0.92 2.55
C 2.47 -1.14 1.75
C 2.66 -0.36 0.62
C 1.69 0.58 0.30
N 0.61 0.77 1.06
H -2.00 -0.05 4.64
H -0.91 -1.37 4.16
H -0.27 0.02 5.04
H -4.78 2.49 3.94
H -5.22 3.40 2.52
H 1.20 -1.52 3.44
H 3.17 -1.92 2.00
H 3.50 -0.50 -0.04
H 1.76 1.18 -0.60
Se 2.67 7.15 -3.50
N 1.68 5.74 -3.95
C 1.26 5.19 -2.84
C 0.41 4.01 -2.79
C -0.05 3.33 -3.93
C -0.84 2.22 -3.77
C -1.18 1.79 -2.48
N -0.74 2.44 -1.41
C 0.03 3.52 -1.55
C 0.47 4.17 -0.31
N 0.04 3.60 0.83
C 0.39 4.15 1.99
C 1.18 5.28 2.07
C 1.63 5.87 0.90
C 1.27 5.30 -0.32
C 1.68 5.84 -1.62
N 2.44 6.89 -1.75
H 0.24 3.69 -4.91
H -1.21 1.67 -4.62
H -1.78 0.91 -2.28
H 0.01 3.66 2.88
H 1.44 5.69 3.03
H 2.25 6.75 0.91
Br -0.85 -7.38 -4.61
C -0.33 -6.77 -2.89
C 0.96 -7.00 -2.45
C 1.34 -6.55 -1.19
C 0.45 -5.84 -0.37
C -0.86 -5.64 -0.85
C -1.24 -6.11 -2.09
N 0.91 -5.47 0.88
N 0.29 -4.53 1.56
C -0.27 -3.42 1.01
C -1.35 -2.84 1.70
C -1.96 -1.68 1.28
C -1.52 -0.96 0.18
O -2.02 0.26 -0.11
C -0.44 -1.50 -0.58
N -0.01 -0.79 -1.66
C 1.04 -1.23 -2.32
C 1.79 -2.35 -1.95
C 1.36 -3.08 -0.86
C 0.20 -2.71 -0.17
H 1.67 -7.54 -3.07
H 2.34 -6.74 -0.82
H -1.58 -5.13 -0.23
H -2.26 -5.95 -2.44
H -1.72 -3.38 2.57
H -2.80 -1.27 1.84
H 1.34 -0.64 -3.20
H 2.67 -2.63 -2.51
H 1.93 -3.93 -0.53

## Properties
2S+1	5
⟨S²⟩	6.108
gap between HOMO and LUMO (spin up / spin down)	3.0 / 4.1	eV
highest occupied orbital energy (spin up / spin down)	-4.668 / -5.786	eV

# C35H24N11O5S3V

C35H24N11O5S3V as an isolated structure (ωB97M-V/def2-TZVPD, the Open Molecules 2025 dataset).

Cartesian coordinates (Å):
V -1.66 1.28 -1.09
O -1.69 1.90 -5.04
C -1.91 1.87 -3.85
O -1.07 1.49 -2.91
C -3.22 2.33 -3.24
C -4.36 2.76 -3.89
C -5.47 3.10 -3.11
C -5.41 3.01 -1.72
C -4.23 2.56 -1.15
N -3.20 2.25 -1.92
C -3.92 2.28 0.31
O -4.66 2.61 1.21
O -2.77 1.67 0.43
H -4.38 2.81 -4.97
H -6.38 3.43 -3.58
H -6.25 3.25 -1.08
C 0.75 -3.00 1.53
N 0.26 -1.66 1.24
C 0.02 -1.12 0.05
N -0.34 0.14 0.21
C -0.35 0.31 1.56
N 0.01 -0.76 2.22
C 1.97 -3.32 0.69
C 2.17 -4.55 0.10
C 3.31 -4.79 -0.67
C 4.24 -3.79 -0.88
C 4.03 -2.54 -0.30
C 2.92 -2.32 0.50
C 4.93 -1.41 -0.55
N 6.13 -1.37 -0.99
N 6.48 -0.02 -1.06
C 5.46 0.63 -0.65
O 4.42 -0.17 -0.31
C 5.21 2.07 -0.48
C 5.92 2.80 0.46
C 5.59 4.13 0.70
C 4.53 4.71 0.02
C 3.83 3.99 -0.94
C 2.67 4.63 -1.67
N 1.37 4.17 -1.19
C 0.83 2.96 -1.25
N -0.38 2.98 -0.73
C -0.54 4.27 -0.34
N 0.50 5.03 -0.60
C 4.19 2.68 -1.20
H -0.05 -3.72 1.38
H 1.00 -2.99 2.59
H 0.13 -1.64 -0.88
H -0.64 1.23 2.04
H 1.43 -5.34 0.23
H 3.45 -5.76 -1.12
H 5.10 -3.95 -1.51
H 2.78 -1.35 0.96
H 6.73 2.33 1.01
H 6.13 4.70 1.44
H 4.26 5.74 0.22
H 2.72 4.43 -2.74
H 2.67 5.71 -1.52
H 1.31 2.11 -1.70
H -1.43 4.65 0.14
H 3.67 2.10 -1.96
S -6.34 -2.61 2.15
C -5.05 -2.25 1.19
S -5.11 -1.26 -0.25
C -3.40 -1.47 -0.49
N -2.83 -2.17 0.43
N -3.75 -2.60 1.36
C -3.27 -3.44 2.40
C -3.74 -4.75 2.50
C -3.23 -5.57 3.50
C -2.27 -5.09 4.38
C -1.82 -3.78 4.28
C -2.33 -2.95 3.29
S -2.61 -0.82 -1.90
H -4.49 -5.10 1.81
H -3.59 -6.58 3.58
H -1.89 -5.73 5.16
H -1.09 -3.40 4.97
H -2.00 -1.92 3.20

## Properties
2S+1	3
⟨S²⟩	2.012
gap between HOMO and LUMO (spin up / spin down)	7.4 / 7.2	eV
highest occupied orbital energy (spin up / spin down)	-7.658 / -7.653	eV

# C35H25AsCsIO2S

C35H25AsCsIO2S as an isolated structure (ωB97M-V/def2-TZVPD, the Open Molecules 2025 dataset).

Cartesian coordinates (Å):
Cs -0.96 -2.35 -1.54
I -3.74 -1.23 0.97
C -3.24 -2.66 2.48
C -4.04 -2.68 3.58
C -3.81 -3.58 4.66
C -2.72 -4.44 4.65
C -1.89 -4.53 3.48
C -0.84 -5.45 3.39
C -0.03 -5.48 2.28
C -0.37 -4.67 1.14
C -1.37 -3.78 1.26
C -2.17 -3.63 2.34
H -4.90 -2.03 3.61
H -4.48 -3.54 5.49
H -2.42 -5.11 5.49
H -0.66 -6.11 4.26
H 0.76 -6.23 2.17
H 0.24 -4.78 0.23
O -0.88 -2.35 -4.47
C 0.26 -1.84 -4.61
O 1.35 -2.24 -4.18
C 0.34 -0.56 -5.43
C 1.38 -0.21 -6.32
C 1.27 0.90 -7.14
C 0.18 1.74 -7.08
C -0.83 1.45 -6.20
C -0.72 0.37 -5.29
S -1.95 0.13 -4.14
H 2.20 -0.87 -6.27
H 2.05 1.18 -7.83
H 0.10 2.63 -7.71
H -1.75 2.00 -6.16
C 4.43 1.67 3.42
C 3.63 2.71 2.91
C 2.61 2.40 2.01
C 2.39 1.08 1.64
C 3.18 0.05 2.15
C 4.21 0.33 3.04
As 0.85 0.58 0.46
C -0.62 1.39 1.53
C -1.19 0.58 2.50
C -2.21 1.03 3.31
C -2.73 2.32 3.14
C -2.18 3.16 2.13
C -1.06 2.72 1.41
C 1.04 1.95 -0.94
C 2.30 2.45 -1.25
C 2.45 3.34 -2.31
C 1.32 3.71 -3.06
C 0.08 3.16 -2.78
C -0.06 2.27 -1.71
H 5.28 1.86 4.05
H 3.80 3.76 3.15
H 1.99 3.17 1.57
H 2.96 -0.98 1.83
H 4.82 -0.52 3.38
H -0.76 -0.41 2.63
H -2.61 0.36 4.08
H -3.57 2.70 3.73
H -2.47 4.19 2.03
H -0.48 3.46 0.79
H 3.17 2.12 -0.62
H 3.46 3.71 -2.65
H 1.43 4.47 -3.82
H -0.80 3.31 -3.37
H -1.00 1.79 -1.51

## Properties
total charge	-2
gap between HOMO and LUMO	4.1	eV
highest occupied orbital energy	-0.255	eV

| no. | maximum force (eV Å⁻¹) |
| --- | --- |
| 1 | 1.393 |
| 2 | 3.342 |
| 3 | 0.750 |
| 4 | 0.140 |
| 5 | 1.414 |
| 6 | 4.511 |